[1]
Computed, not measured: a 11-piece molecular cluster, C5H31NO11 overall, with ωB97M-V/def2-TZVPD.

**Orbital gap**: 10.2 eV
**Energy above the lowest of the compared OMol25 structures with the same formula, charge and spin**: 166.8 kcal/mol
**Highest occupied orbital energy**: -9.878 eV
**SMILES string**: C[C@@H](N)CCC=O.O.O.O.O.O.O.O.O.O.O
**Multiplicity**: 1

CARTESIAN COORDINATES (ANGSTROEM)
1 C 1.153 -1.515 -0.020
2 C -0.228 -1.908 0.655
3 N -0.047 -2.947 1.770
4 C -0.777 -0.652 1.364
5 C -2.375 -0.892 1.511
6 C -3.130 0.527 1.119
7 O -2.900 0.821 0.025
8 H 0.927 -1.708 -1.048
9 H 1.961 -2.099 0.323
10 H 1.654 -0.551 -0.059
11 H -0.953 -2.332 -0.027
12 H 0.594 -3.779 1.524
13 H -0.915 -3.320 1.981
14 H -0.494 -0.497 2.441
15 H -0.382 0.295 1.041
16 H -2.769 -1.850 0.850
17 H -2.753 -1.207 2.426
18 H -3.623 1.053 1.913
19 O 2.220 2.415 -0.213
20 H 1.311 2.015 -0.013
21 H 2.010 3.230 0.127
22 O 2.698 0.741 3.880
23 H 2.641 -0.249 3.780
24 H 3.507 0.826 3.544
25 O 3.796 1.440 -2.502
26 H 4.360 1.100 -1.813
27 H 3.166 1.985 -2.039
28 O -2.221 -1.932 -3.295
29 H -2.982 -2.094 -3.710
30 H -2.063 -1.067 -2.972
31 O 2.122 -1.918 3.453
32 H 1.334 -2.085 2.795
33 H 1.760 -2.004 4.323
34 O 0.707 -3.758 -1.692
35 H 0.007 -3.175 -1.910
36 H 0.713 -4.606 -1.810
37 O -0.311 0.300 -2.525
38 H -0.422 0.275 -3.357
39 H 0.285 0.973 -2.265
40 O 0.331 3.811 -2.244
41 H 1.073 4.000 -2.788
42 H 0.534 3.525 -1.371
43 O -2.956 3.466 -0.892
44 H -3.524 3.191 -1.558
45 H -3.135 2.816 -0.248
46 O -0.323 3.165 0.184
47 H -0.594 2.457 -0.405
48 H -0.988 3.720 -0.257

List of Löwdin charges in e, atom by atom: -0.0422, -0.3607, 0.0189, -0.1401, -0.0990, -0.2144, 0.0600, 0.0307, 0.0586, 0.0709, 0.1001, 0.1283, 0.0321, 0.1227, 0.0810, 0.1553, 0.0452, 0.1137, -0.0406, 0.0584, -0.0070, -0.0466, 0.0032, -0.0565, -0.0563, 0.0260, -0.0241, 0.0258, -0.0327, -0.0023, -0.1022, 0.0501, 0.0312, 0.0413, 0.0197, -0.0483, 0.0714, -0.0685, 0.0242, -0.0237, 0.0323, -0.0509, 0.0009, 0.0196, -0.0150, -0.0636, 0.0248, 0.0483

=====

[2]
Computed, not measured: a 2-piece molecular cluster, C10H20N4S overall, with ωB97M-V/def2-TZVPD.

**Orbital gap (spin up / spin down)**: 7.0 / 7.1 eV
**Energy above the lowest of the compared OMol25 structures with the same formula, charge and spin**: 154.5 kcal/mol
**Highest occupied orbital energy (spin up / spin down)**: -8.400 / -8.452 eV
**Multiplicity**: 1

CARTESIAN COORDINATES (ANGSTROEM)
1 C 0.294 2.955 3.775
2 C 1.349 1.014 3.419
3 C 3.494 -0.768 -1.538
4 C -1.401 -1.582 2.232
5 C 2.045 -1.064 -1.995
6 C -2.573 -1.610 1.205
7 C 1.328 0.196 -2.309
8 C -2.705 -0.383 0.304
9 C 1.057 1.159 -1.204
10 C -1.449 -0.201 -0.603
11 N 0.138 2.096 4.782
12 N 0.752 0.984 4.560
13 N 1.240 2.742 1.618
14 N 1.033 2.283 2.764
15 S 0.081 0.329 0.145
16 H -0.115 3.916 3.502
17 H 1.857 0.231 2.869
18 H 4.072 -1.668 -1.647
19 H 3.916 0.112 -2.104
20 H 3.532 -0.572 -0.506
21 H -1.542 -1.740 3.332
22 H -0.614 -2.240 1.835
23 H -0.945 -0.605 2.213
24 H 2.087 -1.509 -2.909
25 H 1.617 -1.647 -1.274
26 H -2.758 -2.483 0.604
27 H -3.518 -1.630 1.735
28 H 1.736 0.801 -3.145
29 H 0.296 -0.096 -2.643
30 H -3.475 -0.684 -0.398
31 H -2.928 0.499 0.846
32 H 1.884 1.507 -0.716
33 H 0.616 2.162 -1.507
34 H -1.199 -1.152 -1.078
35 H -1.568 0.504 -1.330

List of Löwdin charges in e, atom by atom: -0.0715, -0.0972, -0.0805, -0.1121, -0.2652, -0.2612, -0.3133, -0.2312, -0.4572, -0.4776, -0.0024, -0.0017, 0.1883, -0.2475, 0.8560, 0.1167, 0.1149, 0.0614, 0.0993, 0.0439, 0.0859, 0.0695, -0.0170, 0.0772, 0.0659, 0.0965, 0.0927, 0.1278, 0.1063, 0.1068, 0.0978, 0.0066, 0.1088, 0.0806, 0.0329

=====

[3]
Computed, not measured: CH7N6O as an isolated structure, with ωB97M-V/def2-TZVPD.

**Orbital gap**: 8.2 eV
**Energy above the lowest of the compared OMol25 structures with the same formula, charge and spin**: 27.4 kcal/mol
**Highest occupied orbital energy**: -14.636 eV
**Net charge**: +1
**Multiplicity**: 1

CARTESIAN COORDINATES (ANGSTROEM)
1 C -0.340 -0.057 -0.208
2 N -0.816 -1.479 -1.824
3 N -0.527 -0.389 -2.352
4 N -0.736 -1.327 -0.477
5 N -0.255 0.486 -1.438
6 N 0.982 1.279 1.985
7 N -1.021 -2.308 0.364
8 O 0.504 2.062 -1.733
9 H -0.119 0.354 0.808
10 H 1.109 1.101 3.022
11 H 1.866 0.976 1.507
12 H 0.835 2.228 1.792
13 H -1.055 -3.165 -0.192
14 H -0.332 -2.381 1.139
15 H -0.096 2.619 -2.392

List of Löwdin charges in e, atom by atom: 0.0357, 0.1266, 0.0646, -0.1719, 0.0181, -0.0026, 0.1450, 0.0674, 0.1030, 0.0812, 0.0689, 0.0119, 0.1342, 0.1520, 0.1661

=====

Among the records above, which one has the lowest energy above the lowest of the compared OMol25 structures with the same formula, charge and spin? CH7N6O

=====

Copy entry 3 word for word.
Computed, not measured: CH7N6O as an isolated structure, with ωB97M-V/def2-TZVPD.

**Orbital gap**: 8.2 eV
**Energy above the lowest of the compared OMol25 structures with the same formula, charge and spin**: 27.4 kcal/mol
**Highest occupied orbital energy**: -14.636 eV
**Net charge**: +1
**Multiplicity**: 1

CARTESIAN COORDINATES (ANGSTROEM)
1 C -0.340 -0.057 -0.208
2 N -0.816 -1.479 -1.824
3 N -0.527 -0.389 -2.352
4 N -0.736 -1.327 -0.477
5 N -0.255 0.486 -1.438
6 N 0.982 1.279 1.985
7 N -1.021 -2.308 0.364
8 O 0.504 2.062 -1.733
9 H -0.119 0.354 0.808
10 H 1.109 1.101 3.022
11 H 1.866 0.976 1.507
12 H 0.835 2.228 1.792
13 H -1.055 -3.165 -0.192
14 H -0.332 -2.381 1.139
15 H -0.096 2.619 -2.392

List of Löwdin charges in e, atom by atom: 0.0357, 0.1266, 0.0646, -0.1719, 0.0181, -0.0026, 0.1450, 0.0674, 0.1030, 0.0812, 0.0689, 0.0119, 0.1342, 0.1520, 0.1661